Record 1
Below is one molecule with the formula C2H5F3N2, with properties calculated with wB97M-V/def2-TZVPD.

## Properties
- structure (SMILES) = NNC(F)(F)CF
- net charge = 0
- highest occupied orbital energy (eV) = -9.83

```
12
Properties=species:S:1:pos:R:3:forces:R:3:nbo_charge:R:1
N -2.0643 -0.6797 0.1966 -0.17 -0.58 0.03 -0.649
N -1.0568 0.2761 0.1799 3.19 0.63 -0.41 -0.489
C 0.4103 -0.2053 -0.0088 -3.17 -0.40 0.27 0.739
F 0.4816 -0.9703 -1.1461 0.22 0.11 -0.05 -0.355
F 0.6500 -1.0618 1.0058 0.16 0.15 0.08 -0.328
C 1.4553 0.8929 -0.0545 -0.29 0.22 0.04 -0.012
F 2.6907 0.3235 0.0848 0.38 -0.27 0.01 -0.337
H -2.0009 -1.3721 -0.5472 0.19 0.04 0.14 0.342
H -2.0808 -1.1330 1.1042 0.03 0.06 -0.23 0.361
H -1.2374 0.9484 -0.5592 -0.13 -0.06 0.14 0.351
H 1.3148 1.5923 0.7719 -0.18 -0.01 -0.14 0.192
H 1.4373 1.3892 -1.0274 -0.24 0.10 0.12 0.184
```
Positions in Å, forces in eV/Å.

Record 2
Below is C33H32Cl3CsGeNO12 as an isolated structure, with properties calculated with wB97M-V/def2-TZVPD.

## Properties
- net charge = -2
- highest occupied orbital energy (alpha / beta) (eV) = -0.90 / -2.63
- spin multiplicity = 2

```
83
Properties=species:S:1:pos:R:3:forces:R:3:mulliken_charge:R:1
Cs 0.9607 2.7071 -0.0585 0.06 0.23 -0.10 1.318
O 5.6455 1.5628 1.1368 -0.04 0.02 0.00 -0.543
C 4.2981 1.4643 1.0112 0.12 -0.03 0.01 0.474
O 3.7740 1.2590 -0.0478 -0.10 0.02 0.14 -0.546
C 3.6436 1.6303 2.3620 0.09 -0.02 0.05 -0.793
O 2.2780 1.3937 2.2708 -0.08 0.01 -0.19 0.434
C 1.5222 1.9553 3.3351 -0.05 -0.16 0.19 -0.835
C -0.0016 1.7431 3.1703 0.04 -0.09 0.21 0.297
O -0.6550 2.1215 4.1556 -0.05 -0.03 -0.03 -0.822
O -0.4309 1.2101 2.1143 0.37 0.23 -0.15 -0.617
H 5.9892 1.5479 0.2322 0.01 0.00 -0.01 0.392
H 3.8806 2.6452 2.7109 -0.04 0.03 -0.05 0.429
H 4.1415 0.9172 3.0363 -0.04 0.06 0.09 0.326
H 1.7273 3.0288 3.4234 -0.02 0.01 -0.03 0.330
H 1.7876 1.4729 4.2830 0.09 0.04 -0.01 0.278
Cl 2.9595 -1.1096 -6.0766 -0.01 0.01 0.01 -0.317
C 1.9533 -0.1944 -4.9571 0.00 0.03 -0.06 0.281
C 1.2837 0.9314 -5.4244 0.02 -0.01 -0.01 -0.820
C 0.4984 1.6225 -4.5183 0.04 0.00 0.08 0.705
Cl -0.3373 3.0510 -5.0985 -0.04 0.00 -0.01 -0.286
C 0.3104 1.2884 -3.1458 -0.17 0.02 -0.06 -0.708
O -0.4449 1.9794 -2.3982 0.02 -0.26 0.04 -0.794
C 1.0352 0.0880 -2.6994 0.03 -0.08 -0.14 1.507
C 1.0243 -0.5237 -1.4399 -0.02 -0.42 0.08 -0.716
O 0.3872 -0.1907 -0.3021 -0.53 0.56 -0.38 0.951
C 1.8434 -0.6035 -3.6576 0.02 0.00 0.08 -1.513
H 1.3751 1.2623 -6.4484 0.00 -0.01 0.00 0.422
H 1.6165 -1.4358 -1.3714 0.03 0.04 -0.02 -0.099
H 2.3754 -1.4914 -3.3381 0.00 0.00 0.01 0.413
C 2.7553 -1.8577 4.2418 -0.04 0.01 0.03 -0.573
C 1.4151 -1.7021 4.5718 0.04 0.00 0.02 -0.514
C 0.4604 -1.5840 3.5703 0.02 0.00 -0.08 -0.504
C 0.8316 -1.6072 2.2279 -0.12 -0.03 0.06 -0.027
C 2.1795 -1.7571 1.9113 0.04 0.00 -0.02 -0.238
C 3.1371 -1.8878 2.9075 0.01 0.00 -0.01 -0.744
Ge -0.4511 -1.4038 0.7685 0.29 -0.02 0.08 1.723
C -2.3076 -1.2814 1.3766 0.03 0.06 0.01 0.385
C -2.7502 -0.4097 2.3721 -0.09 -0.04 0.01 0.380
C -4.0601 -0.4802 2.8330 0.00 -0.01 -0.02 -0.882
C -4.9415 -1.4140 2.3102 -0.04 0.01 0.02 -0.595
C -4.5101 -2.2839 1.3190 0.00 -0.04 -0.03 -0.798
C -3.2031 -2.2192 0.8589 0.02 0.04 0.06 -0.272
C -0.3239 -3.0385 -0.3261 -0.03 0.00 0.01 -0.156
C -0.8094 -3.0523 -1.6376 0.03 -0.01 0.00 0.003
C -0.6932 -4.1909 -2.4220 -0.01 0.00 0.01 -0.799
C -0.0973 -5.3360 -1.9069 0.01 -0.02 -0.01 -0.561
C 0.3821 -5.3386 -0.6061 0.00 -0.01 0.01 -0.633
C 0.2716 -4.1932 0.1760 -0.02 0.04 -0.03 -0.410
H 3.5012 -1.9435 5.0237 0.00 0.00 0.00 0.327
H 1.1148 -1.6553 5.6118 -0.01 0.00 0.00 0.376
H -0.5794 -1.4383 3.8373 -0.02 0.01 0.01 0.225
H 2.4937 -1.7424 0.8726 0.00 0.00 0.01 0.105
H 4.1838 -1.9963 2.6456 -0.01 0.00 -0.02 0.411
H -2.0796 0.3512 2.7511 -0.05 -0.06 0.02 0.122
H -4.3870 0.2105 3.6015 0.01 0.00 0.00 0.439
H -5.9640 -1.4613 2.6684 0.00 0.00 0.00 0.336
H -5.1952 -3.0096 0.8959 0.01 0.00 -0.01 0.373
H -2.8851 -2.8938 0.0756 -0.02 -0.02 -0.01 0.324
H -1.2804 -2.1600 -2.0366 -0.01 -0.03 0.00 0.383
H -1.0595 -4.1833 -3.4418 -0.01 0.01 0.00 0.416
H -0.0016 -6.2235 -2.5221 0.00 0.00 0.00 0.353
H 0.8510 -6.2293 -0.2036 0.00 0.01 0.02 0.389
H 0.6654 -4.1932 1.1868 0.01 -0.03 0.00 0.354
C -3.2143 1.9676 -0.3062 -0.10 -0.05 0.16 -0.991
N -3.3167 1.7419 -1.7398 0.02 0.03 -0.03 0.330
C -3.4084 2.9216 -2.5797 0.07 0.01 -0.03 -1.160
C -2.9295 0.5374 -2.2256 -0.10 0.00 0.06 0.655
C -2.8943 0.3657 -3.7272 0.06 0.01 -0.01 -1.467
O -2.6884 -0.4076 -1.4810 0.03 0.04 -0.03 -0.366
H -4.0524 1.5044 0.2218 0.03 -0.02 0.02 0.244
H -3.2347 3.0402 -0.1180 -0.02 0.00 -0.02 0.451
H -2.2992 1.5663 0.1274 0.11 -0.10 -0.16 0.281
H -4.0777 3.6396 -2.1037 0.00 0.00 0.00 0.448
H -3.8265 2.6754 -3.5532 -0.01 -0.01 -0.01 0.363
H -2.4228 3.3710 -2.7297 0.00 0.00 0.00 0.280
H -3.9087 0.3933 -4.1346 0.01 0.02 -0.01 0.435
H -2.4515 -0.6036 -3.9427 -0.01 0.00 0.02 0.196
H -2.3003 1.1421 -4.2033 0.03 0.03 -0.03 0.364
O 3.8741 5.4130 2.1892 -0.08 -0.03 -0.08 -0.673
Cl 3.1871 5.6898 0.9447 0.17 0.08 0.07 1.755
O 3.3491 7.0805 0.5975 -0.01 -0.12 0.02 -0.722
O 3.7328 4.8506 -0.1020 0.00 -0.06 0.02 -0.641
O 1.7781 5.3838 1.0941 -0.03 0.13 0.13 -0.650
```
Positions in Å, forces in eV/Å.

Energy relative to the best compared isomer or geometry (same formula, charge and spin) in kJ/mol, matching the order above: 25.1; 0.0